H20O10 | ωB97M-V with the def2-TZVPD basis set

Structure (XYZ):
```
30
Properties=species:S:1:pos:R:3:forces:R:3
O -2.70083 -2.31544 1.11073 -0.3 -0.6 -0.1
H -2.89335 -1.46887 0.70764 -0.1 0.3 -0.1
H -1.82254 -2.21259 1.47715 0.1 0.3 0.0
O 0.85040 2.62546 -1.16482 0.0 0.6 0.3
H 0.19048 1.94125 -1.05258 -0.1 -0.3 0.1
H 1.53410 2.21493 -1.69421 0.2 -0.1 -0.4
O -0.51164 -1.13040 2.31252 0.1 -0.3 -0.1
H -0.48862 -1.64078 3.12198 0.0 -0.2 0.2
H -0.17763 -0.26888 2.56243 0.2 0.5 0.3
O -2.42289 -0.96529 -2.03678 -0.2 -0.3 -0.5
H -2.74286 -0.09551 -2.27621 -0.1 0.2 0.0
H -1.82508 -0.80828 -1.30589 0.3 0.1 0.4
O -3.02427 1.26227 0.52039 -0.1 -0.1 0.2
H -2.08471 1.31306 0.34465 0.4 -0.1 -0.2
H -3.41341 1.91176 -0.06524 -0.2 0.2 -0.1
O 2.08101 0.96309 -3.16285 0.1 0.5 -0.4
H 1.92606 0.14558 -2.68968 0.2 -0.2 0.4
H 2.51671 0.69352 -3.97139 0.2 0.2 -0.2
O 0.97250 1.17342 2.90579 -0.2 -0.1 0.0
H 1.27560 1.03065 3.80244 0.3 0.0 0.4
H 0.32358 1.87312 2.98036 -0.2 0.4 -0.2
O 2.81369 -0.67272 1.65175 0.2 -0.5 -0.1
H 3.17647 -0.07686 0.99634 0.1 0.2 -0.1
H 2.04937 -0.21208 1.99796 -0.2 0.2 0.0
O 1.36673 -1.26095 -1.90958 0.3 -0.4 -0.3
H 1.87613 -2.05170 -1.73225 0.2 -0.3 0.3
H 0.99979 -1.40252 -2.78224 -0.6 -0.2 -0.3
O -0.23742 0.04492 -0.33650 -0.9 0.7 0.4
H -0.03090 -0.21689 0.56073 0.0 -0.3 0.2
H 0.42345 -0.39340 -0.87255 0.3 -0.4 -0.3
```
Forces are in eV/Å.

## Properties
structure (SMILES): O.O.O.O.O.O.O.O.O.O
E_HOMO: -10.33 eV
energy: -764.38439 Ha